Entry 1:
{"formula": "C72H152N8O8", "method": "ωB97M-V with the def2-TZVPD basis set", "orbital_gap_ha": 0.302, "lumo_energy_ev": 0.51, "smiles": "CC1(C)CCCC(C)(C)N1O.CC1(C)CCCC(C)(C)N1O.CC1(C)CCCC(C)(C)N1O.CC1(C)CCCC(C)(C)N1O.CC1(C)CCCC(C)(C)N1O.CC1(C)CCCC(C)(C)N1O.CC1(C)CCCC(C)(C)N1O.CC1(C)CCCC(C)(C)N1O", "total_energy_ev": -105415.659, "de_lowest_kcal_mol": 153.8, "symbols": ["H", "H", "H", "H", "C", "H", "H", "H", "H", "N", "C", "H", "H", "C", "C", "H", "H", "H", "C", "H", "H", "C", "C", "H", "C", "H", "H", "H", "H", "H", "H", "H", "C", "H", "H", "C", "C", "H", "H", "C", "H", "C", "H", "C", "H", "C", "H", "C", "H", "H", "C", "C", "C", "H", "H", "H", "C", "H", "H", "H", "C", "H", "H", "C", "H", "H", "H", "N", "H", "H", "N", "H", "H", "H", "H", "N", "H", "C", "C", "C", "C", "H", "H", "C", "C", "C", "H", "H", "H", "H", "N", "H", "H", "H", "C", "C", "C", "H", "C", "H", "H", "H", "H", "H", "H", "H", "H", "H", "C", "C", "C", "H", "H", "H", "C", "O", "H", "H", "H", "H", "H", "H", "H", "H", "C", "H", "H", "H", "H", "C", "H", "C", "C", "H", "H", "H", "C", "H", "H", "H", "H", "H", "H", "C", "O", "H", "H", "C", "C", "H", "H", "O", "C", "O", "H", "H", "H", "C", "H", "C", "C", "H", "C", "H", "C", "H", "H", "H", "C", "C", "H", "H", "H", "C", "H", "H", "O", "H", "H", "C", "H", "C", "H", "C", "C", "H", "H", "H", "H", "H", "C", "H", "H", "H", "H", "C", "H", "O", "N", "H", "O", "H", "C", "H", "H", "H", "H", "N", "C", "H", "C", "C", "H", "C", "H", "H", "C", "H", "H", "H", "H", "H", "H", "C", "H", "O", "H", "H", "C", "H", "H", "C", "H", "C", "C", "N", "H", "H", "H", "C"], "positions_angstrom": [[10.7253, -0.1306, -4.3154], [8.4819, 3.4359, -5.6548], [12.5818, 10.8628, -3.9597], [15.3942, 3.1304, 3.5940], [15.0174, 1.9104, 5.4922], [8.6378, 1.0846, -2.8355], [8.2357, 9.9336, 9.1582], [14.3287, -2.0084, 6.0841], [9.7284, 2.7430, 6.2719], [10.9136, 5.4753, 2.1868], [12.4473, 13.0410, 1.6654], [6.6794, 0.8269, 7.6571], [15.9428, -0.0713, 7.1290], [5.6282, 8.0017, 7.1428], [11.1031, 4.1299, -5.8512], [16.1507, 8.2528, -2.2509], [9.0968, -0.3423, 7.6377], [12.1065, 0.1640, 6.2286], [8.7945, 2.1955, 6.3993], [7.6568, 1.0530, -4.2164], [15.0302, 1.2517, 7.8929], [6.3864, 2.8237, 8.2733], [15.2647, 0.9348, 3.1579], [12.5664, -1.0550, 3.1400], [3.1025, 5.9835, 5.0274], [11.5013, 12.6188, 5.1408], [15.3591, -1.4791, 1.9386], [13.2760, 1.6833, -4.5247], [4.2781, 3.9939, 4.2162], [14.5668, 10.1344, -3.8148], [16.2393, -1.5929, 3.4711], [8.6788, 13.8779, 0.4788], [5.1520, 4.5985, 4.4589], [10.3851, 3.6872, 0.1940], [8.0408, 5.6868, 2.1763], [11.2256, 12.5400, 2.4281], [9.6300, 15.2384, 4.7646], [10.1834, 14.5644, 0.3788], [14.3722, -0.3547, 7.9251], [10.9272, 9.6342, -1.6828], [10.2767, 4.6742, 10.5526], [8.5686, 5.0510, 2.8872], [13.3291, 10.8075, 8.4082], [14.9258, 2.2193, 3.9661], [12.9379, 12.0423, 10.5151], [9.5429, 4.1896, 0.6699], [6.0989, 7.0810, 3.0506], [11.2169, 6.3188, 3.3414], [9.7868, 3.7834, -7.6275], [10.6266, 0.5470, 7.7761], [14.5219, -0.3494, 3.5724], [13.9117, 9.2633, -3.8206], [12.7392, 1.0515, 6.2443], [9.0871, 5.2786, 4.9518], [9.7230, 5.2658, 7.9569], [9.3814, -0.0353, -5.5196], [8.3966, 1.6786, -3.7170], [4.6489, 10.2416, 5.7136], [11.2961, 12.4523, 10.1054], [10.9061, 0.4914, -5.9105], [11.2381, 10.6449, 7.7241], [8.9353, 3.7556, 11.2153], [12.3470, 14.0484, 1.2616], [9.2154, 14.8115, 2.3535], [8.9763, 15.8105, 1.9889], [9.4980, 2.3379, 2.8425], [8.6711, 3.5356, 0.6567], [5.4485, 7.0003, 4.8026], [12.8958, 5.2166, 4.2257], [6.9269, 3.1828, 10.2516], [14.3681, -0.4384, 5.0511], [10.5099, 10.7550, 3.2573], [15.2149, 7.0796, -1.3790], [12.8781, 5.2205, -4.1891], [12.3898, 1.6323, 5.3907], [12.6638, 7.9089, -2.1017], [10.3661, 15.3041, 5.5658], [10.2035, 3.2665, -6.7631], [10.0954, 12.6153, 1.4193], [10.2818, 11.7049, 7.3385], [11.4258, 10.4254, 10.6562], [9.1239, 5.0506, 0.1490], [10.7677, 2.5124, -7.3118], [10.2714, 7.2622, -2.4484], [12.1000, 7.5391, 2.7597], [9.6936, 1.8380, -4.6091], [11.6324, 15.8212, 1.9344], [14.8149, -2.5388, 3.3536], [9.8462, 9.7641, -1.6314], [13.8754, 2.5071, 3.9219], [10.8236, 13.3718, 3.5642], [13.2171, 4.0270, -3.0919], [12.6445, 9.9253, -5.3929], [15.1753, 1.1583, 2.0949], [6.8907, 8.8948, 5.1934], [12.3782, 11.3249, 8.5352], [11.8692, 10.0420, 6.5075], [10.5456, 6.5310, -3.2089], [7.0757, 3.7459, 9.3302], [5.7166, 5.1846, 7.1595], [13.5363, 10.5870, -1.4526], [12.6149, 12.3909, 0.8066], [2.7693, 7.0212, 5.0160], [8.0448, 2.9493, 6.1589], [16.0335, 2.0791, 5.8488], [11.1274, 2.8643, 2.3889], [13.1199, 7.2128, 2.5563], [10.9635, 2.6937, 9.5965], [9.5989, 0.4878, 8.1346], [12.3911, 4.3676, -3.7163], [15.2486, -1.5973, 3.0165], [14.5748, 8.6832, -4.4625], [9.1842, 16.2305, 4.6935], [10.4910, 3.3376, 4.0040], [9.8901, 4.4755, 2.1610], [12.7049, 7.2693, -0.8439], [8.2987, 4.9635, 7.0588], [12.7097, 9.3565, 6.6153], [12.2080, 10.8376, 5.8440], [2.9196, 5.6848, 3.9952], [4.1427, 9.4566, 4.2057], [11.0850, 9.4961, 5.9830], [13.4341, -0.3557, 1.7285], [12.3423, 15.6393, 3.5680], [11.7702, 3.3249, -4.6517], [10.8469, 7.6885, 10.3048], [11.6599, 4.8548, -3.0713], [7.0987, 1.2441, 9.3421], [11.6856, 7.9856, 1.8558], [14.2465, 0.6908, 5.9925], [9.2267, 7.8630, 10.0969], [10.2238, 9.7928, 9.9188], [11.4601, 11.0450, 2.8087], [11.8797, 4.5054, -6.5176], [5.3769, 2.6046, 8.6212], [9.8173, 8.4463, 11.6508], [11.9636, 5.6982, 4.5208], [12.4872, 0.5941, 2.9213], [8.3313, 14.3066, 2.7425], [11.0576, 16.8006, 3.2956], [10.2799, 6.6011, -1.5818], [10.5796, 9.4702, -4.2906], [12.1465, 5.8354, 0.9825], [10.2226, 0.4849, -5.0614], [9.8600, 8.7303, 7.7355], [8.9118, 14.5053, 5.1319], [12.2033, 8.3798, 3.4457], [9.5594, 14.0379, 1.1010], [14.9475, 0.3356, 7.3081], [10.8045, 2.5868, -2.0215], [12.3336, 10.8623, 3.4345], [12.0949, 5.0477, 1.5288], [9.1991, 4.5235, 10.4880], [13.7242, -1.6078, 5.4550], [10.2921, 12.0195, 0.5280], [12.6436, 12.2085, 7.9548], [16.3333, 0.7232, 3.1963], [12.0563, 11.6804, 9.9860], [11.4589, 10.4206, 1.9153], [4.8072, 5.6316, 6.7578], [10.3169, 14.8117, 3.4293], [8.6159, 1.9124, -6.5353], [8.8433, 5.9232, 4.1074], [6.2012, 3.2336, 7.2804], [4.6435, 5.8267, 5.1968], [4.6352, 6.9588, 8.6310], [10.6539, 12.5506, 6.7603], [12.1678, 6.5315, 5.1932], [10.2398, 3.1272, 2.9644], [10.0520, 8.3782, 10.5885], [11.2502, 10.6148, -2.0325], [3.5369, 8.9290, 5.8285], [7.6497, 8.1778, 5.5064], [8.7804, 10.3632, 9.9989], [7.9065, 2.6326, -3.5227], [7.0470, 9.7738, 5.8188], [10.6898, 2.9615, 8.7162], [9.3649, 11.2627, 6.9487], [13.3808, 13.1923, 2.2074], [14.2771, 9.7878, -1.4294], [9.3958, 7.7037, 3.2487], [11.4621, 8.9110, -3.9798], [9.9275, 12.1825, 8.2519], [7.2202, 1.5251, 8.2960], [9.1441, 2.5980, -5.8727], [13.5891, 2.9641, -5.7203], [9.2680, 7.5536, -2.7588], [10.5275, 4.9894, -5.5075], [10.5199, 8.0440, 7.6128], [6.5405, 4.6954, 9.3391], [8.6439, 5.1651, 8.0728], [3.5491, 7.3990, 7.4186], [8.1456, 6.0538, 8.4602], [8.6362, 5.3765, 10.8667], [5.5907, 4.7202, 3.4685], [15.1857, 7.7461, -2.2410], [14.6236, 2.8232, 5.9391], [5.2558, 7.2808, 3.4639], [9.2922, 2.7990, 8.7477], [5.4036, 8.9097, 7.7024], [11.8132, 13.3396, 4.5888], [15.2525, 10.2246, -1.6440], [4.5597, 7.0108, 7.5449], [11.3094, 4.9720, 5.0032], [8.7489, 11.4412, 9.8406], [5.9235, 4.1193, 5.0616], [13.2582, 6.5175, -1.0681], [10.6154, 9.6131, 8.5055], [11.3298, 8.4305, -2.4599], [8.6407, 1.3919, 5.6791], [12.8130, 2.4031, -5.1996], [8.7383, 1.7546, 7.8869], [10.0219, 7.4892, 4.8289], [13.1849, -0.2318, 2.7823], [2.4588, 5.3808, 5.6682], [12.2804, 9.7491, 10.6408], [5.5252, 8.2524, 5.5702], [9.6475, 0.2305, 9.1927], [14.3035, 9.4660, -0.3883], [11.2942, 9.5932, -0.6572], [12.6305, 1.6762, 7.1308], [7.9075, 6.4619, 4.2568], [12.4468, 1.8091, -6.0370], [12.6082, 9.8301, -4.3076], [11.5048, 7.9900, -4.5613], [11.1081, 1.9583, -2.6806], [6.6116, 7.6281, 7.4281], [4.0837, 4.9488, 7.2031], [11.4262, 15.8170, 3.0047], [15.2849, 7.1383, -3.1403], [7.1239, 8.9904, 4.1329], [13.9439, 8.6814, -2.3770], [9.2448, 12.0730, 1.8323], [8.5672, 4.0569, 9.1114], [4.3906, 9.2878, 5.2536], [10.7763, 2.5718, -3.8778], [8.3654, 10.0992, 10.9716], [7.9605, 4.2617, 3.3290], [11.1187, 10.6842, 11.6695], [9.8948, 6.9684, 3.8799]]}

Entry 2:
{"formula": "C2H5Br2PS", "method": "ωB97M-V with the def2-TZVPD basis set", "s_squared": 2.0202, "spin_multiplicity": 3, "orbital_gap_ha": [0.210, 0.195], "lumo_energy_ev": [0.07, -4.18], "total_energy_ev": -162360.678, "symbols": ["H", "H", "S", "H", "Br", "H", "C", "P", "H", "C", "Br"], "positions_angstrom": [[-1.1564, -1.0614, 0.9114], [-2.1159, 1.2703, 0.3142], [1.7109, -0.7140, -2.5630], [-0.9025, 1.2669, 1.5510], [2.0974, -2.4639, 0.3894], [-0.5172, 1.6459, -0.0418], [-1.0343, 0.9660, 0.4949], [1.3315, -0.7453, -0.6835], [-1.1256, -0.6331, -0.8754], [-0.7381, -0.4298, 0.1124], [2.4501, 0.8984, 0.3903]]}

Entry 3:
{"formula": "C4H5Cl2N2", "method": "ωB97M-V with the def2-TZVPD basis set", "total_charge": 1, "orbital_gap_ha": 0.259, "lumo_energy_ev": -6.92, "total_energy_ev": -32243.689, "de_lowest_kcal_mol": 69.8, "symbols": ["H", "N", "C", "C", "C", "H", "Cl", "H", "N", "Cl", "H", "H", "C"], "positions_angstrom": [[1.0739, -1.8197, -1.0531], [0.1862, 0.7664, 1.5919], [-0.3690, -0.2759, -1.2366], [1.3231, 0.3923, 1.3102], [-1.6245, -0.1086, -0.5081], [0.1873, 1.6269, 2.2222], [-2.4114, 1.3760, -0.5921], [-0.4815, -0.7758, -2.2115], [1.4960, -0.6200, 0.3694], [-2.1653, -1.2793, 0.5106], [2.2519, 0.9515, 1.5483], [-0.2029, 0.7495, -1.4080], [0.7363, -0.9833, -0.5433]]}

Entry 4:
{"formula": "C29H51BeBr4ClFLiN3O6", "method": "ωB97M-V with the def2-TZVPD basis set", "total_charge": 1, "orbital_gap_ha": 0.097, "lumo_energy_ev": -6.77, "total_energy_ev": -343652.796, "symbols": ["H", "Li", "H", "O", "H", "C", "H", "H", "C", "H", "C", "H", "Be", "H", "Br", "F", "H", "H", "H", "C", "H", "H", "H", "C", "O", "H", "H", "C", "C", "H", "N", "H", "H", "Br", "H", "H", "H", "C", "H", "C", "H", "H", "C", "H", "H", "O", "H", "O", "H", "H", "H", "C", "H", "Cl", "Br", "O", "H", "H", "C", "C", "H", "C", "C", "H", "H", "H", "H", "C", "C", "H", "C", "H", "Br", "O", "N", "H", "N", "C", "H", "H", "C", "H", "C", "C", "C", "C", "H", "H", "C", "H", "H", "H", "C", "C", "C", "H", "C"], "positions_angstrom": [[-2.3588, 4.8488, 8.1472], [3.1755, 1.6375, 7.2851], [1.2816, 0.7246, -0.0216], [-0.7056, 4.0395, 9.0317], [-2.7115, -2.0624, -0.4335], [-0.5406, -4.4909, -4.6328], [-2.5192, -1.6413, -5.6028], [0.4016, -4.0118, -4.4390], [-1.6035, -2.0753, -5.1238], [0.9105, -1.2191, -4.0070], [-1.3070, -1.2015, -3.9605], [-1.1961, 0.8725, 0.7310], [-3.1804, 1.0987, -4.3485], [-2.3289, -0.6722, 2.2814], [-0.3169, -3.0000, -2.2783], [-3.4317, -2.1616, -6.9589], [1.6312, 3.3837, 7.8917], [1.0901, 3.6690, 5.4390], [-4.1330, -2.7378, 0.2743], [-0.2810, 0.1714, 3.7782], [-0.7138, 1.9941, 9.3237], [-0.7693, -1.9840, -5.8205], [-0.4112, -5.0034, -5.5889], [-1.5772, 0.9862, 3.5547], [-4.5905, -1.4471, -2.3890], [5.7368, 1.3146, -1.8087], [-4.0564, 1.0216, -1.8166], [-3.9022, -0.9318, -3.5026], [5.3334, -0.3800, -3.1417], [-3.4885, 0.5781, 2.7438], [0.1312, 0.0381, -2.5430], [-2.1263, 0.9146, 4.4948], [4.4027, 0.3554, -6.1092], [5.1396, -0.9001, -8.1015], [6.5678, 1.3434, -3.3483], [-2.8318, 2.1056, -1.2416], [-0.6569, 3.4126, 5.2630], [-3.2330, 0.4725, 0.0888], [0.5986, -0.0248, 1.8245], [-2.3564, -0.5855, -3.1719], [1.5983, 1.4828, -2.2795], [-2.9361, -3.7777, -0.4913], [0.1459, 3.5470, 5.9831], [3.7238, 0.8000, -0.7427], [1.7786, 0.5272, 3.0469], [-4.6427, -3.6789, -2.3786], [3.3338, -0.0966, 0.7031], [4.6553, -0.6636, -4.0910], [1.4371, 1.6218, 8.1869], [-3.2488, -0.6030, 0.1264], [-2.7031, 3.5881, 9.3455], [-0.0187, 2.8259, 9.1824], [5.7402, -0.3434, -0.5986], [-0.8099, -2.0231, 1.4227], [3.6342, 1.9023, -7.8809], [0.2003, 2.3762, 6.7947], [-3.5875, -3.4241, -5.0313], [-4.2035, 0.7950, 0.4638], [-1.7527, -3.5803, -4.8330], [5.6349, 1.0757, -2.8592], [3.6094, -2.1871, -0.2099], [-2.0415, 0.3447, -2.1118], [-4.2274, -2.7127, -1.8320], [-4.0135, -1.6326, -4.3287], [-4.4224, 0.0260, -3.7178], [-1.3617, 2.0464, 3.4059], [5.8074, -2.1058, -0.4229], [-2.0350, 3.8853, 8.5337], [0.7476, 0.5922, 2.7043], [-0.0549, 4.4434, 6.5706], [3.2217, -0.0936, -0.3789], [-2.4061, 2.1345, 1.1497], [2.2759, -0.7385, -6.7240], [5.8300, -1.3723, -2.3613], [-2.8772, -4.1223, -4.8061], [1.2876, -1.0009, -0.5389], [-0.8316, 0.6365, -1.8461], [3.9367, 0.1828, -7.0693], [0.1162, 0.3160, 4.7908], [4.8327, 1.6459, -3.3023], [-2.2095, 1.0629, 1.0664], [-0.7690, -5.2774, -3.9292], [-3.0823, 1.0499, -1.3209], [-2.4596, 0.4233, 2.4098], [0.0305, -0.8237, -3.5257], [5.3809, -1.2921, -0.9860], [0.5144, 1.6134, 2.3985], [2.2265, -0.0973, -2.7510], [1.4995, 0.4134, -2.1254], [3.4129, -1.6801, -1.8589], [-2.0893, 3.1479, 7.7314], [-0.5122, -0.8727, 3.6162], [3.8461, -1.3878, -0.9066], [-3.4505, -2.8280, -0.5649], [1.7289, -0.0150, -0.6741], [0.5928, 2.9080, 10.0874], [0.8939, 2.5647, 7.9958]]}